Entry 1:
DFT (wB97M-V/def2-TZVPD) results for C5H9NOS as an isolated structure in a non-equilibrium geometry.

```
17
Properties=species:S:1:pos:R:3:nbo_charge:R:1
C -0.384 -0.875 1.376 -0.642
C -0.178 -0.297 -0.040 -0.001
C 1.042 -0.846 -1.021 -0.090
C -1.219 1.407 -0.373 -0.310
C 0.157 1.200 -0.055 -0.022
H -0.670 0.027 2.033 0.225
H -1.306 -1.701 1.117 0.219
H 0.647 -1.485 1.796 0.277
H 1.108 -1.914 -1.435 0.197
H 1.311 -0.313 -1.922 0.182
H 2.201 0.043 0.478 0.415
H -2.190 -0.371 -0.550 0.373
H -1.742 2.043 0.579 0.227
H -1.215 2.181 -1.248 0.221
N -1.341 0.062 -0.739 -0.617
O 2.202 -1.025 -0.184 -0.784
S 1.576 1.864 0.188 0.131
```

HOMO-LUMO gap = 0.297 Ha
HOMO = -8.55 eV

=====

Entry 2:
DFT (wB97M-V/def2-TZVPD) results for a single C5H9NOS molecule in a non-equilibrium geometry.

```
17
Properties=species:S:1:pos:R:3:nbo_charge:R:1
C -1.935 -0.251 0.219 -0.422
C -0.222 0.265 -1.619 -0.313
C 1.080 0.732 -1.042 -0.009
C 0.360 0.844 0.274 -0.177
C 0.957 -0.127 1.278 -0.081
H -2.374 0.246 1.084 0.204
H -1.547 -1.253 0.426 0.200
H -2.741 -0.353 -0.571 0.205
H -0.183 -0.808 -1.768 0.221
H -0.412 0.844 -2.530 0.217
H 0.450 1.900 0.561 0.223
H 0.476 0.022 2.273 0.177
H 2.106 -0.070 1.340 0.195
H 1.633 -1.946 1.251 0.478
N -0.905 0.614 -0.343 -0.431
O 0.691 -1.472 0.828 -0.730
S 2.566 0.814 -1.663 0.043
```

HOMO-LUMO gap = 0.315 Ha
HOMO = -8.56 eV

=====

Entry 3:
DFT (wB97M-V/def2-TZVPD) results for a single C5H9NOS molecule in a non-equilibrium geometry.

```
17
Properties=species:S:1:pos:R:3:nbo_charge:R:1
C -0.367 0.251 -2.784 -0.644
C 0.345 -0.174 -1.544 0.010
C 1.600 -0.646 -1.486 -0.414
C -0.540 -0.054 -0.364 -0.203
C 0.180 -0.025 1.022 0.233
H -1.315 -0.300 -2.890 0.229
H 0.267 0.024 -3.655 0.212
H -0.670 1.301 -2.827 0.232
H 1.995 -1.019 -0.568 0.207
H 2.253 -0.646 -2.381 0.210
H -1.163 -0.934 -0.338 0.232
H -2.129 0.983 0.267 0.376
H -0.983 1.884 -0.398 0.345
H 1.467 1.308 0.366 0.492
N -1.460 1.053 -0.494 -0.790
O 1.197 0.846 1.157 -0.668
S -0.399 -0.804 2.347 -0.060
```

HOMO-LUMO gap = 0.335 Ha
HOMO = -8.76 eV

=====

Entry 4:
DFT (wB97M-V/def2-TZVPD) results for a 2-piece molecular cluster, C5H9NOS overall in a non-equilibrium geometry.

```
17
Properties=species:S:1:pos:R:3:nbo_charge:R:1
C -1.170 1.109 0.580 0.227
C 0.203 1.411 0.716 -0.132
C 0.958 -1.493 0.362 -0.644
C 1.359 0.870 -0.138 -0.412
C 1.090 -0.462 -0.799 -0.416
N -0.921 2.128 -0.078 -0.369
O -3.457 -0.683 -0.676 -0.851
S -2.947 -0.619 0.884 0.398
H 0.470 2.073 1.582 0.189
H 1.835 -1.528 1.147 0.218
H 1.037 -2.574 -0.085 0.213
H -0.087 -1.482 0.809 0.230
H 1.395 1.727 -0.916 0.221
H 2.239 0.804 0.369 0.208
H 0.423 -0.393 -1.573 0.218
H 2.007 -0.548 -1.329 0.205
H -4.433 -0.339 -0.853 0.497
```

HOMO-LUMO gap = 0.287 Ha
HOMO = -8.89 eV

=====

Entry 5:
DFT (wB97M-V/def2-TZVPD) results for a single C5H9NOS molecule in a non-equilibrium geometry.

```
17
Properties=species:S:1:pos:R:3:nbo_charge:R:1
C -1.429 1.160 -0.130 0.079
C -0.169 -1.779 -0.448 -0.074
C -1.438 -1.533 0.347 -0.511
C 0.697 0.394 -0.254 0.165
C 1.603 1.279 0.535 -0.688
N -1.426 2.364 -0.077 -0.684
O 0.829 -0.925 0.048 -0.530
S -2.491 -0.153 -0.397 0.210
H 0.095 -2.837 -0.261 0.196
H -0.322 -1.587 -1.485 0.180
H -1.950 -2.435 0.416 0.224
H -1.046 -1.324 1.347 0.235
H 0.457 0.529 -1.252 0.160
H 2.667 1.294 0.359 0.226
H 1.553 0.869 1.594 0.220
H 1.319 2.370 0.550 0.246
H -2.192 2.909 -0.156 0.346
```

HOMO-LUMO gap = 0.288 Ha
HOMO = -7.13 eV

=====

Entry 6:
DFT (wB97M-V/def2-TZVPD) results for a 2-piece molecular cluster, C5H9NOS overall in a non-equilibrium geometry.

```
17
Properties=species:S:1:pos:R:3:nbo_charge:R:1
C 1.526 0.096 -0.199 0.337
C -0.191 -0.901 0.555 -0.055
C 0.092 0.479 -0.134 -0.053
C -0.558 -0.580 1.988 -0.625
C -0.600 1.570 -0.255 -0.510
N 1.327 -1.040 0.535 -0.564
O 2.621 0.553 -0.587 -0.213
S 1.972 -0.930 -2.832 -0.247
H -0.739 -1.773 0.148 0.223
H -1.643 -0.494 2.225 0.223
H 0.041 0.313 2.308 0.227
H -0.202 -1.448 2.626 0.210
H 2.790 -0.131 -2.429 0.120
H -0.080 2.461 -0.258 0.202
H -1.586 1.625 0.197 0.207
H 1.915 -1.816 0.591 0.396
H 2.839 -1.235 -3.782 0.124
```

HOMO-LUMO gap (alpha / beta) = 0.237 / 0.219 Ha
HOMO (alpha / beta) = -5.62 / -9.35 eV
2S+1 = 3
<S²> = 2.021

=====

Entry 7:
DFT (wB97M-V/def2-TZVPD) results for C5H9NS as an isolated structure in a non-equilibrium geometry.

```
16
Properties=species:S:1:pos:R:3:nbo_charge:R:1
C -0.440 -1.376 -0.650 -0.596
C -0.370 -0.047 0.062 -0.206
C 1.064 0.115 1.022 -0.179
C 0.305 1.061 -0.712 -0.219
C -1.609 0.231 0.717 -0.195
H -0.825 -1.140 -1.728 0.236
H 0.655 -1.701 -0.692 0.213
H -0.994 -2.109 0.010 0.229
H 1.728 -0.830 0.803 0.183
H 0.780 0.223 2.054 0.197
H 2.482 0.962 -0.399 0.329
H -0.101 2.054 -1.065 0.234
H 0.763 0.338 -1.606 0.161
H -1.893 -0.297 1.617 0.197
N 1.395 1.329 0.210 -0.590
S -2.940 1.186 0.356 0.007
```

HOMO-LUMO gap = 0.307 Ha
HOMO = -8.64 eV

=====

Entry 8:
DFT (wB97M-V/def2-TZVPD) results for a single C5H9NS molecule in a non-equilibrium geometry.

```
16
Properties=species:S:1:pos:R:3:nbo_charge:R:1
C 1.742 1.569 -1.327 -0.655
C 0.428 1.038 -1.732 -0.219
C -0.333 0.195 -1.035 -0.034
C -1.213 -0.865 0.910 0.146
C -0.907 -1.613 2.198 -0.668
H 2.398 1.699 -2.204 0.226
H 2.249 0.941 -0.599 0.199
H 1.679 2.582 -0.930 0.223
H 0.004 1.423 -2.649 0.215
H -1.316 -0.112 -1.447 0.239
H 0.731 -0.120 0.688 0.404
H -1.571 -1.261 2.978 0.244
H -1.114 -2.668 2.132 0.251
H 0.143 -1.493 2.538 0.201
N -0.193 -0.335 0.255 -0.584
S -2.729 -0.980 0.224 -0.190
```

HOMO-LUMO gap = 0.320 Ha
HOMO = -8.15 eV

=====

The following ΔE to the lowest compared entry with this formula, charge and spin values (in eV) correspond, in order, to the records above: 6.2045; 3.5999; 1.6702; 6.4749; 4.3062; 1.5817; 4.4576; 0.6488.